[1]
Density functional theory data (wB97M-V/def2-TZVPD) for the molecule C7H10N4O2S in a non-equilibrium geometry.

* energy relative to the best compared isomer or geometry (same formula, charge and spin): 0.0 kJ/mol
* E_LUMO: 0.372 eV
* HOMO energy: -9.68 eV
* gap between HOMO and LUMO: 10.051 eV
* 2S+1: 1
* SMILES: CC(=O)Nn1c(C)nnc1SC(C)=O

Structure (XYZ):
```
24
Properties=species:S:1:pos:R:3:forces:R:3
C 0.957 -1.681 3.526 2.21 0.11 -0.38
C 0.647 -0.366 2.823 -4.26 0.73 0.06
O 0.039 0.461 3.495 1.55 0.31 -0.64
N 0.481 -0.319 1.407 -0.06 0.08 1.40
N 0.135 0.853 0.694 1.08 -0.76 0.41
C -1.035 1.641 0.609 2.01 0.41 -0.39
C -2.387 1.241 1.037 0.10 -0.28 0.20
N -0.699 2.757 -0.004 -0.18 -0.81 0.10
N 0.638 2.723 -0.349 0.15 -0.09 0.15
C 1.144 1.603 0.066 -1.01 0.07 0.59
S 2.788 0.960 -0.103 -0.53 0.28 1.17
C 2.598 0.416 -1.767 0.22 -0.69 -2.84
C 2.297 1.497 -2.792 -3.75 -0.47 0.04
O 2.865 -0.705 -2.155 -0.19 0.96 1.22
H 2.087 -1.867 3.601 -1.78 -0.25 -0.34
H 0.324 -2.504 3.215 0.52 -0.32 -1.02
H 0.561 -1.562 4.508 0.18 0.62 0.92
H 0.825 -1.145 0.951 0.01 0.36 -1.01
H -2.413 1.134 2.131 -0.16 -0.24 -0.40
H -3.157 1.936 0.702 0.39 0.27 0.09
H -2.585 0.315 0.503 -0.26 -0.40 0.44
H 3.047 2.186 -2.869 1.99 2.08 0.51
H 1.281 2.045 -2.766 1.71 -0.79 0.80
H 2.264 1.082 -3.760 0.07 -1.20 -1.06
```
Forces are in eV/Å.

[2]
Density functional theory data (wB97M-V/def2-TZVPD) for a structure of composition C36H36Cl2FMoNO7PSSe3SiTe in a non-equilibrium geometry.

* energy relative to the best compared isomer or geometry (same formula, charge and spin): 152.6 kJ/mol
* E_LUMO (spin up / spin down): 1.242 / 1.141 eV
* HOMO energy (spin up / spin down): -3.77 / -4.25 eV
* gap between HOMO and LUMO (spin up / spin down): 5.016 / 5.387 eV
* 2S+1: 3
* total charge: -1

Structure (XYZ):
```
91
Properties=species:S:1:pos:R:3:forces:R:3
Mo 0.654 -1.872 0.350 0.14 -2.56 -0.84
Se 2.322 -1.718 -1.418 1.84 -0.44 -1.35
Se 2.786 -3.890 -2.192 -0.19 -0.09 0.21
Te 3.363 -4.965 0.019 -0.56 0.56 0.17
Se 1.345 -3.910 1.304 1.23 -2.24 0.65
O -2.637 -3.444 0.375 -0.20 -0.37 -0.16
S -2.100 -2.420 -0.472 -1.71 -0.58 -0.30
O -2.378 -1.058 -0.121 -0.24 0.32 -0.12
O -0.620 -2.681 -0.760 -2.72 -1.16 -2.04
C -2.887 -2.525 -2.081 0.39 0.24 0.11
C -4.141 -3.096 -2.198 -0.13 -0.24 0.12
C -4.909 -2.837 -3.323 0.09 -0.01 0.05
C -4.423 -1.999 -4.317 -0.04 0.00 -0.09
C -3.148 -1.474 -4.218 0.05 -0.14 0.19
C -2.365 -1.735 -3.095 0.09 0.03 -0.24
P -0.662 -1.057 -2.919 -0.21 0.21 -1.23
C 0.138 -1.968 -4.296 -0.14 0.17 0.22
C 1.430 -1.572 -4.642 0.03 0.10 -0.09
C 2.192 -2.316 -5.522 -0.04 0.05 -0.06
C 1.673 -3.482 -6.063 0.08 -0.15 -0.06
C 0.404 -3.904 -5.704 -0.01 -0.09 -0.06
C -0.359 -3.156 -4.822 -0.02 0.10 -0.03
C -1.042 0.598 -3.607 0.17 -0.09 -0.04
C -2.051 1.290 -2.936 0.05 0.02 -0.06
C -2.346 2.596 -3.267 -0.10 0.03 0.02
C -1.629 3.246 -4.261 0.01 0.04 -0.06
C -0.615 2.573 -4.920 0.08 0.13 -0.04
C -0.320 1.259 -4.592 -0.06 -0.06 -0.01
H -4.506 -3.723 -1.399 -0.08 -0.01 0.10
H -5.893 -3.267 -3.419 -0.12 -0.07 0.04
H -5.042 -1.749 -5.169 -0.03 -0.06 -0.08
H -2.749 -0.836 -4.995 -0.03 0.01 -0.07
H 1.855 -0.686 -4.188 0.03 -0.06 0.02
H 3.196 -1.996 -5.763 0.08 0.00 -0.05
H 2.269 -4.075 -6.739 0.06 -0.07 -0.08
H 0.005 -4.830 -6.097 0.02 -0.02 -0.04
H -1.344 -3.503 -4.542 -0.01 -0.04 0.01
H -2.582 0.791 -2.136 -0.07 0.04 0.08
H -3.129 3.116 -2.733 -0.06 0.06 0.04
H -1.855 4.272 -4.515 -0.02 0.11 -0.02
H -0.035 3.067 -5.688 -0.02 0.06 -0.05
H 0.470 0.753 -5.125 0.07 -0.10 -0.07
C -0.763 4.092 3.969 0.20 0.06 -0.14
C 0.755 4.084 3.770 -0.33 0.63 0.51
C 1.454 4.170 5.124 0.20 0.09 -0.22
C 2.959 4.016 4.953 -0.16 0.01 0.07
C 3.218 2.670 4.341 0.73 -0.09 0.53
C 4.348 1.931 4.679 -0.60 0.27 -0.28
C 4.555 0.691 4.101 -0.13 -0.47 -0.31
F 5.662 0.001 4.455 -0.14 0.10 -0.07
C 3.676 0.147 3.193 0.07 0.20 0.21
C 2.527 0.877 2.853 0.42 0.21 0.56
C 1.605 0.363 1.891 -0.84 -1.12 -1.04
O 1.689 -0.850 1.426 3.22 5.29 3.95
C 0.633 1.274 1.378 0.21 -0.10 0.18
C 0.459 2.480 1.978 0.39 -0.28 0.42
N 1.164 2.872 3.072 -0.06 -0.38 -0.71
C 2.293 2.149 3.437 -0.01 -0.68 -0.38
C -0.051 1.035 0.066 0.05 0.29 -0.31
O -0.525 1.993 -0.541 -0.19 -0.03 0.50
O 0.045 -0.145 -0.406 -0.24 1.57 0.16
H -1.040 4.896 4.645 0.00 0.09 0.09
H -1.095 3.145 4.389 -0.01 -0.08 0.08
H -1.288 4.254 3.035 -0.15 0.00 -0.09
H 1.043 4.955 3.159 0.01 -0.15 0.13
H 1.088 3.367 5.768 -0.10 0.00 0.05
H 1.206 5.123 5.593 -0.06 -0.02 -0.05
H 3.468 4.104 5.916 0.03 -0.03 -0.10
H 3.339 4.808 4.301 0.03 0.01 0.03
H 5.072 2.314 5.380 0.07 0.09 0.10
H 3.847 -0.815 2.730 0.03 -0.03 0.04
H -0.263 3.163 1.562 -0.08 0.06 0.01
C -2.003 -3.638 3.680 0.21 0.68 -0.20
Si -1.307 -1.927 3.184 -0.11 -0.01 1.26
C 0.120 -1.464 4.393 -0.58 -0.21 -0.33
C -2.667 -0.599 3.319 0.42 -0.59 0.04
O -0.707 -1.899 1.714 -0.43 0.14 0.66
H -2.609 -3.542 4.576 -0.15 0.03 0.24
H -1.226 -4.372 3.882 0.22 0.01 -0.03
H -2.628 -4.033 2.884 -0.08 0.03 -0.16
H -0.150 -1.712 5.414 -0.05 -0.03 0.35
H 0.342 -0.399 4.359 -0.03 0.25 -0.03
H 1.042 -1.995 4.157 0.03 -0.15 -0.13
H -3.205 -0.673 4.257 -0.16 -0.02 0.29
H -3.371 -0.728 2.505 -0.15 -0.05 -0.22
H -2.257 0.404 3.245 0.19 0.19 -0.07
Cl 2.905 1.270 -0.776 0.29 0.42 -0.11
C 2.127 2.269 -2.011 -0.34 -0.28 -0.17
Cl 2.796 3.892 -2.015 0.21 0.58 -0.08
H 1.058 2.350 -1.798 0.29 -0.17 -0.06
H 2.322 1.816 -2.981 -0.04 0.02 0.14
```
Forces are in eV/Å.

[3]
Density functional theory data (wB97M-V/def2-TZVPD) for a structure of composition C14H10ClI2N3NiOS.

* energy relative to the best compared isomer or geometry (same formula, charge and spin): 95.0 kJ/mol
* E_LUMO (spin up / spin down): -1.095 / -1.093 eV
* HOMO energy (spin up / spin down): -7.37 / -7.37 eV
* gap between HOMO and LUMO (spin up / spin down): 6.279 / 6.281 eV
* 2S+1: 1

Structure (XYZ):
```
33
Properties=species:S:1:pos:R:3:forces:R:3
Ni 0.001 -0.178 0.739 -0.34 -0.22 0.06
I 4.626 -0.810 -1.795 -0.02 0.01 0.02
C 2.828 -1.858 -1.884 0.02 -0.05 -0.03
C 2.760 -3.044 -2.627 0.00 -0.05 -0.03
C 1.597 -3.761 -2.730 0.01 0.08 0.05
I 1.592 -5.509 -3.871 0.00 -0.01 0.00
C 0.430 -3.309 -2.059 0.01 -0.03 -0.03
C -0.823 -3.963 -2.079 -0.03 0.01 0.01
C -1.882 -3.446 -1.389 0.04 0.00 -0.03
C -1.704 -2.270 -0.643 -0.02 0.04 0.00
N -0.551 -1.646 -0.599 0.05 0.13 0.08
C 0.510 -2.120 -1.302 0.00 -0.02 0.01
C 1.728 -1.321 -1.211 -0.03 0.09 0.04
O 1.734 -0.242 -0.538 0.23 0.00 0.00
H 3.652 -3.392 -3.131 -0.01 -0.01 -0.01
H -0.930 -4.876 -2.650 -0.01 0.00 0.00
H -2.849 -3.929 -1.401 0.00 0.00 0.00
H -2.516 -1.829 -0.080 0.01 -0.01 0.02
Cl -2.563 1.169 0.039 -0.01 0.00 0.01
C -0.786 1.221 -0.213 -0.12 -0.03 -0.07
H -0.447 2.208 0.088 0.03 -0.04 0.05
H -0.607 1.056 -1.273 0.03 0.00 0.01
S 0.101 0.892 2.767 0.04 0.12 -0.06
C 1.408 -0.108 2.405 0.15 -0.04 -0.10
N 2.703 0.341 2.347 0.04 -0.02 0.15
C 3.734 -0.459 2.024 -0.03 0.03 -0.02
C 3.518 -1.778 1.750 -0.07 0.01 -0.01
C 2.179 -2.184 1.712 0.12 0.00 0.04
N 1.175 -1.404 2.060 -0.11 0.06 -0.17
H 2.843 1.331 2.493 0.01 0.00 -0.01
H 4.708 0.007 1.981 0.01 -0.01 0.00
H 4.329 -2.431 1.476 -0.01 -0.01 -0.01
H 1.910 -3.172 1.353 0.01 -0.01 0.03
```
Forces are in eV/Å.

[4]
Density functional theory data (wB97M-V/def2-TZVPD) for a structure of composition C25H27Cl2RhSb in a non-equilibrium geometry.

* E_LUMO (spin up / spin down): 2.738 / 2.713 eV
* HOMO energy (spin up / spin down): -2.37 / -4.86 eV
* gap between HOMO and LUMO (spin up / spin down): 5.112 / 7.570 eV
* 2S+1: 5
* total charge: -1

Structure (XYZ):
```
56
Properties=species:S:1:pos:R:3:forces:R:3
Rh 0.000 0.000 0.000 -4.89 -1.86 -0.10
Cl -1.269 1.799 -0.654 -1.25 1.49 0.07
Cl 0.377 -2.161 -0.669 0.29 -1.72 -0.89
C -1.120 -0.077 -3.144 0.49 -0.11 -0.34
H -1.404 -1.077 -2.827 0.12 0.14 0.07
H -1.885 0.514 -3.645 0.11 0.02 0.09
C 1.631 0.675 0.434 4.87 1.89 2.05
C 0.103 0.408 -2.926 -0.31 -0.44 -0.49
H 1.999 0.828 1.460 0.06 0.11 -0.28
C 0.571 1.774 -3.327 0.24 0.37 -0.01
H 0.842 -0.209 -2.415 -0.17 -0.09 -0.19
C 2.043 2.035 -2.965 -0.21 0.16 -0.13
H 0.425 1.919 -4.406 -0.01 -0.04 0.11
H -0.045 2.518 -2.802 0.07 -0.12 -0.25
C 2.274 2.277 -1.467 0.09 0.17 -0.06
H 2.652 1.184 -3.296 0.02 0.11 -0.02
H 2.393 2.911 -3.525 -0.07 -0.07 0.00
C 2.614 1.011 -0.649 0.31 0.00 0.52
H 3.105 2.982 -1.341 -0.09 0.00 -0.09
H 1.387 2.758 -1.031 0.17 -0.10 -0.12
H 2.751 0.157 -1.326 0.01 0.02 -0.07
H 3.588 1.169 -0.155 -0.05 -0.10 -0.26
C -5.472 -3.962 1.865 0.51 0.27 0.10
C -5.495 -2.656 1.364 0.39 -0.23 0.24
C -4.359 -1.852 1.462 -0.05 -0.53 0.14
C -3.194 -2.348 2.060 -0.13 -0.13 0.26
C -3.171 -3.651 2.567 -0.60 0.09 -0.29
C -4.310 -4.457 2.469 -0.18 0.50 -0.30
Sb -1.466 -1.095 2.029 0.73 0.59 -1.73
C -2.184 0.571 3.181 0.03 -0.54 1.15
C -1.930 1.897 2.817 -0.10 -0.08 0.47
C -2.409 2.948 3.606 -0.22 -0.57 0.25
C -3.140 2.675 4.765 0.19 -0.35 -0.31
C -3.389 1.351 5.138 0.16 0.08 -0.34
C -2.910 0.302 4.349 -0.05 0.70 0.02
C 0.020 -2.392 2.899 -0.33 0.09 1.14
C 0.593 -2.021 4.123 0.29 -0.55 -0.27
C 1.570 -2.825 4.718 -0.08 -0.15 -0.39
C 1.978 -4.008 4.095 -0.42 0.34 -0.26
C 1.404 -4.389 2.877 -0.20 0.65 0.37
C 0.426 -3.584 2.282 0.04 0.01 0.42
H -6.349 -4.589 1.778 -0.02 -0.03 0.01
H -6.389 -2.273 0.890 -0.03 0.01 -0.01
H -4.373 -0.850 1.052 0.00 0.08 -0.02
H -2.273 -4.050 3.016 0.11 0.01 0.07
H -4.291 -5.470 2.848 0.01 -0.05 0.04
H -1.354 2.120 1.939 0.14 -0.01 -0.37
H -2.209 3.973 3.321 0.02 -0.01 -0.05
H -3.509 3.489 5.377 -0.01 0.01 0.02
H -3.950 1.139 6.039 -0.02 -0.01 0.04
H -3.102 -0.721 4.644 -0.05 -0.05 0.03
H 0.285 -1.104 4.609 0.00 0.04 0.07
H 2.014 -2.531 5.661 0.00 0.02 0.01
H 2.733 -4.629 4.554 0.07 -0.04 0.04
H 1.715 -5.306 2.397 0.00 -0.04 -0.07
H -0.019 -3.895 1.349 0.02 0.07 -0.11
```
Forces are in eV/Å.

Number 1: total energy -28309.4555 eV. Number 2: total energy -314697.9637 eV. Number 3: total energy -101799.6802 eV. Number 4: total energy -60950.6965 eV.